ORCA calculation (wB97M-V/def2-TZVPD) on C30H52O7P2Se2SiTl as an isolated structure.

Output
ΔE to the lowest compared entry with this formula, charge and spin	0.0	kJ/mol
Kohn-Sham gap	8.1314	eV
max |F|	0.446	eV/Å
spin multiplicity	1
total energy	-208131.7617	eV
charge	+1

Atoms and positions in Å:
H1 0.10 -5.75 -2.60
H2 -4.06 -2.43 -4.01
P1 -2.23 0.01 0.69
C1 -3.73 -2.20 0.55
C2 1.99 1.24 3.80
H3 -5.06 -2.22 -1.14
O1 0.26 -2.53 -1.55
H4 7.03 0.54 3.10
C3 1.62 1.84 6.48
C4 0.32 -3.98 -1.41
H5 1.05 -0.21 6.70
H6 1.99 -3.77 -0.06
H7 -2.27 -3.63 -5.29
C5 -0.01 -4.67 -2.73
C6 4.95 0.73 2.63
H8 -2.62 2.22 2.69
H9 -2.98 1.65 5.11
H10 4.07 -2.55 -5.05
O2 -1.58 -1.91 -3.38
C7 1.74 -4.31 -0.97
H11 1.89 -0.69 -6.24
O3 0.95 -1.81 -4.10
H12 1.35 -0.75 4.32
H13 -0.79 -2.77 -5.77
C8 2.04 2.83 5.60
H14 4.06 -0.83 -3.16
H15 -1.69 -4.07 -0.66
O4 -1.98 0.32 2.21
H16 2.98 -3.54 -4.08
C9 -1.87 -2.68 -5.64
H17 -1.53 2.99 -1.83
O5 0.05 -0.09 -2.19
C10 1.38 0.56 6.02
H18 -0.59 -0.28 -5.37
H19 3.70 2.47 0.00
H20 1.84 -5.38 -0.77
H21 -1.34 1.23 4.59
C11 5.78 2.28 0.48
H22 1.88 0.52 -4.94
C12 -2.19 -1.56 -4.66
C13 -4.11 -2.67 -0.83
Si1 -0.07 -1.56 -2.87
H23 -3.90 -0.70 -3.67
C14 -2.81 1.20 3.03
H24 -0.68 -5.44 -0.17
H25 2.56 3.31 3.58
C15 2.23 2.53 4.26
H26 -0.45 -3.87 0.61
H27 3.42 -0.10 -5.57
Tl1 0.27 -0.38 -0.15
C16 2.39 -0.37 -5.33
H28 6.10 2.88 -0.36
H29 -4.23 -3.75 -0.84
H30 2.45 -4.04 -1.74
H31 -2.57 -0.03 4.78
H32 -3.35 -2.40 -1.56
C17 6.30 0.96 2.43
H33 4.64 0.14 3.48
Se1 0.96 2.10 0.78
H34 2.52 -3.09 -5.73
H35 2.23 3.83 5.96
C18 -2.40 0.99 4.47
H36 -2.32 -2.46 -6.61
C19 3.00 -1.03 -2.99
C20 -2.95 1.46 -1.34
H37 -4.02 1.25 -1.37
H38 -3.14 3.60 -1.38
H39 -2.42 0.66 -1.86
C21 -2.61 2.81 -1.90
H40 0.66 -4.35 -3.52
H41 -2.17 0.07 -6.07
C22 3.02 -2.74 -4.82
H42 2.93 -1.81 -2.22
H43 2.54 -0.11 -2.62
H44 -1.04 -4.47 -3.03
H45 -4.49 -2.42 1.29
H46 7.77 1.91 1.19
P2 2.27 0.92 2.05
C23 -3.68 -1.48 -4.40
C24 4.01 1.28 1.76
C25 -1.66 -0.22 -5.15
C26 4.43 2.05 0.68
H47 1.48 2.08 7.52
H48 -4.22 -1.25 -5.32
H49 -1.82 0.56 -4.40
C27 6.71 1.73 1.35
C28 1.56 0.25 4.68
H50 -2.78 -2.63 0.89
O6 -3.61 -0.75 0.54
C29 -0.69 -4.36 -0.34
Se2 1.90 -1.22 1.62
C30 2.35 -1.48 -4.29
H51 -2.88 2.85 -2.96
H52 -3.85 0.95 2.85
O7 -2.55 1.44 0.07

***

ORCA calculation (wB97M-V/def2-TZVPD) on one molecule with the formula C17H27N3O6S.

Output
ΔE to the lowest compared entry with this formula, charge and spin	2.0	kJ/mol
Kohn-Sham gap	9.2149	eV
max |F|	0.937	eV/Å
spin multiplicity	1
total energy	-45659.2209	eV
structure (SMILES)	CCOC(=O)c1c(C)[nH]c(C)c1S(=O)(=O)NC1CCN(C(=O)OCC)CC1

Atoms and positions in Å:
H1 3.54 -2.54 -2.49
C1 -0.67 -0.22 0.53
O1 0.61 -2.62 1.76
O2 2.29 -1.12 2.74
H2 2.28 -4.48 -0.99
H3 -1.54 1.70 0.91
C2 -2.90 -1.08 -0.20
H4 -3.81 -1.60 0.11
H5 3.56 3.79 0.13
H6 4.49 -0.01 -3.22
H7 -1.58 -2.02 1.25
C3 -7.54 -0.54 0.88
O3 -5.35 -0.01 0.10
H8 -1.65 0.58 -1.93
C4 2.32 -2.37 -0.78
H9 5.13 0.81 -1.79
C5 -2.12 1.06 -1.06
H10 -0.22 1.74 -0.27
H11 -2.50 2.04 -1.34
N1 0.26 -0.14 1.64
C6 -1.90 -1.02 0.95
C7 -4.44 0.84 -0.42
H12 4.91 4.65 0.89
H13 -0.18 -0.74 -0.31
H14 0.99 -3.78 0.00
H15 -7.13 -0.90 1.82
H16 -7.03 0.92 -0.65
H17 -8.54 -0.13 1.05
N2 3.26 -1.99 -1.69
H18 -7.61 -1.37 0.18
C8 -6.65 0.55 0.30
H19 0.93 -3.64 -1.77
H20 4.36 2.55 2.12
C9 3.81 -0.79 -1.36
N3 -3.24 0.25 -0.64
H21 5.74 -0.78 -2.24
C10 2.23 -1.36 0.15
C11 1.59 -3.65 -0.89
H22 0.79 0.72 1.68
S1 1.35 -1.39 1.70
H23 -2.45 -1.62 -1.05
O4 4.64 1.32 0.49
C12 3.38 0.90 0.52
O5 -4.68 2.00 -0.69
C13 4.85 -0.15 -2.21
H24 6.00 2.47 1.42
C14 -1.09 1.17 0.07
C15 4.94 2.53 1.19
H25 5.17 3.72 -0.59
H26 -2.35 -0.53 1.82
C16 3.18 -0.36 -0.21
H27 -6.56 1.40 0.99
O6 2.49 1.50 1.07
C17 4.62 3.75 0.35

***

ORCA calculation (wB97M-V/def2-TZVPD) on C39H49AsFeN8OP2 as an isolated structure.

Output
Kohn-Sham gap (spin up / spin down)	6.0554 / 3.2545	eV
max |F|	0.667	eV/Å
spin multiplicity	2
total energy	-168987.3990	eV
charge	+3

Atoms and positions in Å:
C1 6.74 0.65 -1.21
H1 -3.05 1.51 -1.69
H2 6.45 -1.72 1.22
N1 8.75 -0.13 -0.46
C2 -2.87 -1.97 2.06
H3 -5.51 1.94 3.92
H4 -0.67 -4.96 -1.13
P1 -0.24 2.21 0.06
H5 1.09 -4.71 2.68
C3 -0.73 2.92 -1.56
H6 -1.29 2.20 -2.14
H7 4.33 -0.23 -2.35
C4 -3.76 2.64 2.88
H8 -4.44 0.97 -0.76
C5 1.08 3.41 0.62
H9 2.88 -0.35 -4.03
C6 -4.95 3.92 4.52
H10 -5.41 -0.90 -0.04
H11 -5.76 4.04 5.22
H12 3.09 3.90 0.06
C7 -0.34 -0.01 3.12
H13 2.74 -4.79 0.05
C8 -3.27 -2.52 -0.36
P2 -2.44 0.01 0.16
C9 -0.33 -0.47 -4.29
H14 8.96 -1.58 1.01
H15 -1.40 0.11 2.97
H16 0.46 3.50 2.72
C10 6.89 -1.02 0.52
C11 -1.69 2.48 1.17
H17 2.24 -3.79 -1.34
H18 8.71 1.32 -1.93
C12 2.61 -0.25 1.06
C13 1.50 -0.25 -2.37
N2 0.93 -0.45 -4.67
H19 -2.30 5.71 3.31
H20 0.17 3.17 -2.12
C14 3.86 -0.22 -1.38
O1 -0.07 -2.13 0.01
C15 -3.44 -1.46 0.73
C16 -2.64 1.43 1.31
C17 -4.82 2.77 3.81
N3 0.21 -0.23 -1.99
N4 -1.80 3.60 1.85
C18 -3.49 0.65 -1.20
H21 -5.12 -0.37 1.63
H22 2.83 2.16 0.16
H23 -1.31 3.83 -1.43
H24 -2.22 -2.71 -0.59
H25 1.51 -2.99 2.78
C19 8.28 -0.98 0.43
C20 0.77 -3.71 2.42
N5 1.49 -0.20 4.63
H26 -1.49 -4.95 0.45
C21 4.63 -0.24 -0.22
C22 -4.93 -1.16 0.90
C23 -4.04 5.00 4.34
H27 -3.36 -2.92 2.31
C24 2.37 3.10 -0.15
C25 -3.00 4.90 3.46
H28 -0.19 -3.51 2.89
H29 2.22 3.08 -1.23
H30 -5.42 -2.07 1.26
C26 0.68 4.86 0.31
H31 2.12 3.99 2.41
H32 -1.09 -0.57 -5.06
C27 2.48 -0.21 -1.26
As1 0.59 -3.58 0.52
C28 6.11 -0.21 -0.30
H33 4.57 -0.29 1.94
C29 3.99 -0.28 1.02
H34 0.63 5.05 -0.76
C30 2.27 -0.28 3.56
H35 -3.09 -1.28 2.87
C31 8.13 0.68 -1.28
H36 -3.78 -2.23 -1.28
H37 -0.46 0.02 5.27
H38 -3.74 -3.44 -0.02
N6 0.44 -0.11 2.04
C32 2.33 -3.82 -0.25
Fe1 -0.04 -0.12 0.03
H39 -3.71 -0.12 -1.94
N7 1.89 -0.19 -0.06
H40 6.18 1.32 -1.85
H41 3.33 -0.38 3.74
H42 1.45 5.52 0.72
C33 0.19 -0.06 4.41
H43 1.71 2.28 2.39
H44 -1.74 -0.37 -2.65
H45 -0.05 -5.97 0.20
C34 -2.84 3.71 2.71
H46 -0.27 5.13 0.77
H47 -1.80 -2.15 1.99
C35 1.35 3.27 2.12
H48 -4.18 5.90 4.91
N8 -3.64 1.51 2.15
C36 1.85 -0.35 -3.71
C37 -0.53 -5.02 -0.05
H49 2.98 -3.02 0.09
C38 -0.70 -0.36 -2.94
C39 1.76 -0.23 2.27

***

ORCA calculation (wB97M-V/def2-TZVPD) on one molecule with the formula C8H17BO3 at a distorted geometry.

Output
ΔE to the lowest compared entry with this formula, charge and spin	188.2	kJ/mol
Kohn-Sham gap	10.6788	eV
max |F|	4.813	eV/Å
spin multiplicity	1
total energy	-15393.0308	eV
structure (SMILES)	CCC1(CC)OB(O)OC1(C)C

Atoms and positions in Å:
H1 0.09 -0.84 2.26
H2 0.51 -0.20 -2.08
H3 -0.54 1.11 1.71
H4 0.55 -2.38 -0.68
C1 0.93 0.25 -1.20
C2 0.33 1.18 1.06
H5 -0.61 -2.40 1.94
H6 0.96 -2.04 1.37
C3 2.19 -0.41 -0.90
O1 -1.33 1.03 -0.60
C4 0.00 -1.55 1.51
H7 -3.75 1.49 -0.88
H8 0.04 3.35 1.51
O2 -2.08 -0.86 0.42
H9 3.00 0.28 -0.68
B1 -2.40 0.28 -0.22
C5 -0.51 -2.19 -0.83
H10 -1.17 -2.95 -0.75
H11 1.49 3.00 0.64
H12 0.14 2.92 -0.24
H13 2.46 -0.97 -1.89
C6 0.54 2.66 0.77
C7 -0.12 0.28 -0.12
H14 1.03 1.41 -1.50
O3 -3.71 0.75 -0.32
H15 1.32 0.79 1.49
H16 -0.76 -1.65 -1.78
H17 2.15 -1.22 -0.23
C8 -0.74 -1.11 0.21